Record 1
Computed, not measured: a molecular structure, C23H25ClN2O4S4V in a non-equilibrium geometry, with ωB97M-V with the def2-TZVPD basis set.

```
60
Properties=species:S:1:pos:R:3:mulliken_charge:R:1
V 0.1950 -0.8281 -0.5356 0.49
C 4.9719 2.1099 0.9269 -0.68
C 5.2531 1.0679 -0.1531 -0.84
S 3.9653 -0.1821 -0.4708 0.03
C 3.0977 0.4427 -1.9304 -0.58
C 2.1096 1.5859 -1.7430 -0.91
S 0.9033 1.4403 -0.3703 0.15
C 1.7332 1.7238 1.2367 -0.16
C 2.3527 3.1011 1.3998 -1.01
S 3.8479 3.4501 0.4355 -0.09
H 5.9170 2.5937 1.1761 0.49
H 4.6053 1.6503 1.8455 0.32
H 6.1246 0.4850 0.1489 0.47
H 5.5009 1.5443 -1.1014 0.37
H 2.5938 -0.4331 -2.3454 0.00
H 3.8350 0.7539 -2.6725 0.66
H 1.4698 1.6846 -2.6233 0.51
H 2.6070 2.5360 -1.5601 0.63
H 2.4651 0.9376 1.3861 -0.19
H 0.9073 1.6043 1.9424 0.55
H 2.5794 3.2294 2.4600 0.52
H 1.6485 3.8896 1.1305 0.39
O -2.7196 -1.7829 -2.1782 -0.68
S -2.1845 -0.5673 -1.6870 1.85
O -0.7827 -0.1875 -2.1358 -0.61
N -1.6741 -0.6525 -0.1430 0.18
C -2.2252 -1.1411 1.0275 0.67
C -3.5345 -1.3589 1.3692 -0.81
C -3.8254 -1.8507 2.6580 -0.93
C -2.8366 -2.1206 3.5671 -0.91
C -1.4785 -1.8982 3.2303 0.70
C -0.3698 -2.1679 4.0571 -0.63
C 0.9043 -1.9444 3.5880 -1.08
C 1.0935 -1.4525 2.2964 -0.33
N 0.0702 -1.1649 1.4983 0.75
C -1.1995 -1.3798 1.9589 0.27
C -3.2486 0.7730 -1.9375 0.15
C -2.8033 2.0511 -1.6067 -0.23
C -3.6709 3.1088 -1.8007 -0.78
C -4.9445 2.8741 -2.3132 -0.40
C -5.3655 1.5908 -2.6384 -0.77
C -4.5136 0.5148 -2.4528 -0.25
H -4.3333 -1.1772 0.6616 0.52
H -4.8575 -2.0292 2.9251 0.42
H -3.0806 -2.5169 4.5436 0.47
H -0.5257 -2.5684 5.0511 0.49
H 1.7694 -2.1638 4.1968 0.46
H 2.0887 -1.3119 1.8902 0.57
H -1.8043 2.2034 -1.2193 0.34
H -3.3574 4.1150 -1.5610 0.45
H -5.6169 3.7075 -2.4656 0.43
H -6.3537 1.4261 -3.0438 0.43
H -4.8056 -0.4943 -2.7098 0.55
Cl 1.0442 -2.7225 -3.6542 -0.11
C 1.2712 -3.9333 -2.3827 -0.50
C 0.8333 -3.3027 -1.0836 0.52
O -0.0550 -3.7064 -0.3776 -0.52
O 1.4358 -2.1291 -0.7917 -0.51
H 2.3191 -4.2259 -2.3288 0.34
H 0.6539 -4.8010 -2.5904 0.39
```

Computed properties:
E_LUMO (spin up / spin down) (eV): -8.3 / -7.6
Highest occupied orbital energy (spin up / spin down) (eV): -13.97 / -13.97
Spin multiplicity: 2
Total charge: +2

Record 2
Computed, not measured: 7 unconnected molecules or ions with the total composition C14H28O28S7 in a non-equilibrium geometry, with ωB97M-V with the def2-TZVPD basis set.

```
77
Properties=species:S:1:pos:R:3:mulliken_charge:R:1
C 5.8477 2.7316 -15.7625 -0.30
C 5.5624 2.5918 -14.2298 -0.30
O 4.3028 1.9663 -14.1891 -0.31
S 4.1999 0.8516 -15.4257 1.09
O 2.8837 0.8324 -16.0110 -0.51
O 4.7054 -0.4589 -14.9626 -0.54
O 5.3106 1.6150 -16.3959 -0.29
H 6.9065 2.7040 -16.0200 0.29
H 5.3364 3.6430 -16.0724 0.28
H 5.4829 3.6014 -13.8268 0.30
H 6.2991 1.9987 -13.6880 0.29
C -3.0222 -2.0265 -1.8530 -0.24
C -4.0125 -2.2623 -2.9912 -0.41
O -4.7542 -1.1457 -3.2298 -0.30
S -3.8304 0.1945 -2.8338 1.06
O -4.4625 0.7821 -1.6809 -0.51
O -3.3931 1.0239 -3.9864 -0.49
O -2.5817 -0.7606 -2.2715 -0.33
H -2.1883 -2.7122 -1.7031 0.31
H -3.5932 -1.9354 -0.9290 0.26
H -4.5663 -3.1952 -2.8852 0.36
H -3.5319 -2.5578 -3.9238 0.29
C -5.4047 -1.2584 -10.2098 -0.20
C -4.3006 -2.1659 -9.6295 -0.31
O -3.1550 -2.0601 -10.4480 -0.28
S -3.1260 -0.5715 -11.1539 1.03
O -2.3756 -0.7329 -12.4143 -0.50
O -2.7235 0.4210 -10.1787 -0.51
O -4.8020 -0.7614 -11.4064 -0.31
H -5.7286 -0.5170 -9.4794 0.25
H -6.2906 -1.8419 -10.4603 0.31
H -4.6529 -3.1973 -9.6446 0.25
H -3.9430 -2.0052 -8.6125 0.27
C 1.4719 -9.4118 -11.4230 -0.24
C 0.1159 -9.9464 -11.8487 -0.30
O -0.5331 -8.9624 -12.6211 -0.32
S -0.1376 -7.4667 -11.9853 1.06
O -0.8329 -7.2853 -10.6690 -0.51
O -0.2644 -6.4707 -13.0646 -0.48
O 1.4524 -8.0469 -11.6479 -0.34
H 2.3054 -9.7470 -12.0402 0.27
H 1.7437 -9.7624 -10.4273 0.26
H -0.4845 -10.2396 -10.9876 0.29
H 0.3413 -10.8249 -12.4533 0.30
C 2.8028 -1.2711 -8.6350 -0.20
C 3.4370 -2.6637 -8.7438 -0.31
O 3.5982 -3.2764 -7.4954 -0.29
S 2.7252 -2.5495 -6.3736 1.09
O 3.3813 -2.5543 -5.0982 -0.50
O 1.3658 -3.0489 -6.5456 -0.51
O 2.8864 -1.1140 -7.2648 -0.37
H 1.7403 -1.3566 -8.8629 0.23
H 3.2040 -0.5032 -9.2964 0.32
H 4.3725 -2.4189 -9.2470 0.26
H 2.9305 -3.3310 -9.4411 0.28
C -11.9827 2.4618 -17.1589 -0.23
C -10.6247 2.6414 -17.9511 -0.37
O -9.7795 1.8402 -17.1047 -0.37
S -10.0967 2.2102 -15.4838 1.08
O -9.7495 3.6531 -15.2887 -0.53
O -9.5202 1.1680 -14.6097 -0.48
O -11.7205 1.9957 -15.8389 -0.25
H -12.6028 1.7832 -17.7446 0.32
H -12.4028 3.4675 -17.1485 0.24
H -10.2789 3.6655 -17.8108 0.29
H -10.5599 2.2469 -18.9652 0.30
C -15.7934 -3.3779 -12.6855 -0.31
C -15.9906 -1.9402 -13.2433 -0.28
O -14.8069 -1.2450 -13.0189 -0.31
S -13.5393 -2.3356 -12.8394 1.10
O -12.8569 -2.0711 -11.5490 -0.53
O -12.7849 -2.5158 -14.0375 -0.50
O -14.4968 -3.6428 -12.7708 -0.28
H -16.3161 -4.0741 -13.3415 0.24
H -16.0182 -3.5461 -11.6323 0.29
H -16.8051 -1.3729 -12.7929 0.29
H -16.1209 -2.1048 -14.3128 0.28
```

Computed properties:
E_LUMO (eV): 0.4
Highest occupied orbital energy (eV): -10.71
Spin multiplicity: 1
Relative energy (zero: lowest compared OMol25 entry of this formula, charge and spin) (kJ/mol): 629.1
SMILES: O=S1(=O)OCCO1.O=S1(=O)OCCO1.O=S1(=O)OCCO1.O=S1(=O)OCCO1.O=S1(=O)OCCO1.O=S1(=O)OCCO1.O=S1(=O)OCCO1
Total charge: 0

Record 3
Computed, not measured: a molecular structure, C7H12OSi in a non-equilibrium geometry, with ωB97M-V with the def2-TZVPD basis set.

```
21
Properties=species:S:1:pos:R:3:mulliken_charge:R:1
C -2.9235 0.5242 -0.5275 -0.59
C -2.0192 1.2972 0.0473 -1.00
C -2.1129 -0.7199 -0.2833 -0.34
C -1.0784 0.1353 0.3308 1.10
C 1.2337 -1.7908 -0.6040 -1.08
C 1.4939 0.1963 1.8144 -0.91
C 1.2836 1.2599 -0.9723 -0.97
O -1.8589 -0.8405 1.0708 -0.52
Si 0.7139 -0.1317 0.0986 0.15
H -3.7531 0.5439 -1.0903 0.53
H -1.9213 2.3441 0.1096 0.44
H -2.0324 -1.5870 -0.9161 0.44
H 0.7799 -2.1445 -1.6023 0.29
H 2.2703 -1.8206 -0.7320 0.39
H 1.0058 -2.5536 0.1214 0.35
H 2.5740 -0.2093 1.7912 0.28
H 1.3890 1.2670 2.1499 0.28
H 0.9750 -0.5498 2.5320 0.29
H 2.3926 1.4467 -1.0929 0.31
H 0.7588 1.2111 -1.8582 0.36
H 0.8290 2.1220 -0.3871 0.23
```

Computed properties:
E_LUMO (eV): 0.9
Highest occupied orbital energy (eV): -8.94
Spin multiplicity: 1
Relative energy (zero: lowest compared OMol25 entry of this formula, charge and spin) (kJ/mol): 370.6
Total charge: 0

Record 4
Computed, not measured: a gas-phase ion, C8H15NO4P (charge -1) in a non-equilibrium geometry, with ωB97M-V with the def2-TZVPD basis set.

```
29
Properties=species:S:1:pos:R:3:mulliken_charge:R:1
C 2.0921 -2.0634 0.3928 -1.03
C 2.3556 -0.7360 1.1332 -0.68
P 1.7199 0.8297 0.3982 -0.25
C 2.0767 0.5944 -1.4022 -1.28
C -0.1552 0.7505 0.5734 1.49
N -0.5067 -0.6245 0.9819 -0.58
C -0.8476 1.2553 -0.6891 -1.38
C -2.3563 0.9962 -0.7574 -0.45
C -2.7136 -0.4214 -1.1042 0.32
O -2.3522 -0.9771 -2.0901 -0.54
O -3.5814 -1.0499 -0.2261 -0.52
C -0.5084 1.7245 1.7576 0.05
O -0.8512 1.1861 2.8286 -0.75
O -0.4626 2.9466 1.4609 -0.74
H 1.1804 -2.5185 0.7745 0.26
H 2.9044 -2.7749 0.5486 0.33
H 1.9520 -1.9366 -0.6805 0.25
H 3.4321 -0.5965 1.2296 0.52
H 1.9190 -0.8099 2.1268 0.40
H 1.4653 -0.1793 -1.8768 0.36
H 3.1143 0.2896 -1.5272 0.40
H 1.8839 1.5404 -1.8993 0.36
H -0.4877 -1.2452 0.1733 0.28
H -1.4566 -0.6244 1.3389 0.31
H -0.4014 0.8892 -1.6145 0.44
H -0.7189 2.3384 -0.6822 0.41
H -2.8831 1.3151 0.1392 0.29
H -2.7401 1.6003 -1.5836 0.37
H -3.0729 -1.6986 0.2755 0.35
```

Computed properties:
E_LUMO (eV): 3.1
Highest occupied orbital energy (eV): -4.48
Spin multiplicity: 1
Relative energy (zero: lowest compared OMol25 entry of this formula, charge and spin) (kJ/mol): 142.1
SMILES: CCP(C)[C@](N)(CCC(=O)O)C(=O)[O-]
Total charge: -1